1.
Formula: C46H52IrN4O2
Source: OMol25
Level of theory: ωB97M-V/def2-TZVPD

Computed properties:
**Maximum force**: 0.65 eV/Å
**E_LUMO (alpha / beta)**: -4.643 / -4.624 eV
**Net charge**: +1
**HOMO energy (alpha / beta)**: -9.34 / -9.34 eV

Positions of all 105 atoms, in Å:
Ir1 -0.8851 1.0886 -0.8196
O1 -1.5276 -0.6338 -1.6520
O2 -0.1470 2.5168 0.4912
N1 0.1031 -0.0909 0.4125
N2 -2.6592 1.4406 0.1334
N3 0.5732 1.0410 -2.2812
N4 -1.8178 2.1276 -2.2631
C1 1.0193 4.2165 2.5318
C2 -0.4625 4.2611 2.9420
C3 -0.9610 -1.6361 -1.0253
C4 2.5848 0.3584 -3.3504
C5 1.2448 5.0806 1.2812
C6 2.8365 0.7560 2.7086
C7 -3.0357 2.6537 -1.9058
C8 1.5666 -5.8317 0.3071
C9 -0.5564 -5.8705 1.6417
C10 0.0911 1.3532 -5.9306
C11 -4.2035 1.4792 1.9402
C12 -0.6024 -3.9719 -0.7297
C13 0.1497 -3.7849 0.4624
C14 -3.4759 2.2725 -0.5947
C15 -0.1189 -1.4189 0.1209
C16 1.4154 2.7672 2.2649
C17 0.3895 -2.5065 0.8697
C18 -3.8405 3.5227 -2.6160
C19 0.7254 1.0989 -4.6946
C20 -2.0251 -4.7390 -3.0672
C21 0.6445 -5.0121 1.2210
C22 -5.0346 2.3105 1.2436
C23 1.8458 4.8117 3.6722
C24 3.8541 0.3563 4.9471
C25 -1.8896 2.1101 -4.7444
C26 -5.0538 3.9863 -2.0728
C27 1.4289 -4.6245 2.4740
C28 -3.4224 -2.7585 -2.5495
C29 -1.2996 1.9016 -3.5113
C30 -3.0033 1.0639 1.3456
C31 5.2704 1.1707 3.0407
C32 4.0857 0.2735 3.4307
C33 1.8043 0.5831 -2.2075
C34 4.4233 -1.1720 3.0688
C35 2.0407 0.5952 -4.5808
C36 0.9729 0.5362 1.2046
C37 -1.9773 -3.2438 -2.7470
C38 -4.6890 2.7385 -0.0581
C39 -1.1597 -2.9709 -1.4853
C40 -1.3405 -2.5295 -3.9513
C41 0.0202 1.3420 -3.5023
C42 2.0937 -0.0280 1.8949
C43 2.4236 2.1299 2.9147
C44 -5.4880 3.6099 -0.8323
C45 0.7161 1.9907 1.2676
C46 -1.1912 1.8278 -5.9323
H1 1.7635 -5.5258 2.9884
H2 -1.0279 -5.1601 -3.2127
H3 -0.3164 -2.8777 -4.1074
H4 -1.2430 -5.3003 2.2701
H5 1.5249 5.8396 3.8419
H6 -3.4709 -1.6818 -2.4029
H7 0.8171 -4.0536 3.1762
H8 2.6099 0.4024 -5.4817
H9 4.6148 -1.2881 1.9997
H10 -0.2162 -6.7385 2.2088
H11 4.7517 0.0308 5.4751
H12 5.3947 1.2112 1.9569
H13 -0.7598 -4.9920 -1.0504
H14 3.6234 -1.8581 3.3566
H15 -1.3281 -1.4482 -3.8276
H16 -4.0136 -3.0102 -3.4321
H17 2.9915 2.6934 3.6414
H18 -0.7431 5.2885 3.1795
H19 -2.3128 0.4106 1.8636
H20 -6.4216 3.9762 -0.4279
H21 -2.9013 2.4778 -4.8074
H22 -3.5289 3.8829 -3.5840
H23 6.1905 0.7748 3.4727
H24 -5.6510 4.6709 -2.6608
H25 3.5916 -0.0162 -3.2363
H26 5.3234 -1.4792 3.6015
H27 2.9112 4.8386 3.4347
H28 2.2999 5.0833 0.9996
H29 2.4291 -5.2409 -0.0076
H30 -4.4457 1.1369 2.9356
H31 -1.1132 3.9147 2.1404
H32 1.0502 -6.1794 -0.5884
H33 -2.5357 -5.3097 -2.2885
H34 2.3598 -1.0543 1.7048
H35 0.6592 4.7362 0.4324
H36 -1.9120 -2.7609 -4.8522
H37 0.9133 -2.3119 1.7906
H38 -0.6388 3.6502 3.8301
H39 0.6222 1.1592 -6.8524
H40 -5.9644 2.6538 1.6799
H41 3.0273 -0.2879 5.2513
H42 -1.1143 -6.2385 0.7795
H43 0.9562 6.1099 1.5006
H44 -1.6935 2.0019 -6.8751
H45 1.7083 4.2644 4.6073
H46 2.3178 -4.0381 2.2271
H47 -3.8794 -3.2508 -1.6884
H48 -2.5804 -4.8827 -3.9945
H49 3.6315 1.3725 5.2751
H50 5.1501 2.1912 3.4068
H51 2.1908 0.3764 -1.2170
H52 1.9322 -6.7120 0.8387

***

2.
Formula: C10H16O2
Source: OMol25
Level of theory: ωB97M-V/def2-TZVPD

Computed properties:
**Maximum force**: 6.60 eV/Å
**E_LUMO**: 0.911 eV
**Net charge**: 0
**HOMO energy**: -9.63 eV

Positions of all 28 atoms, in Å:
O1 -2.3880 -0.7812 1.2448
O2 -1.7755 -1.3858 0.0816
C1 2.0793 1.3044 0.4561
C2 -1.9981 0.7863 -1.0003
C3 1.2126 -1.4345 -0.3266
C4 -3.5935 -0.2067 0.7883
C5 0.3410 -0.1395 -0.7000
C6 2.6809 -1.0357 -0.2682
C7 -3.1982 0.6484 -0.3902
C8 2.8496 -0.0259 0.9312
C9 -1.1313 -0.4383 -0.8047
C10 0.4834 1.0026 0.2362
H1 3.8386 0.3766 1.3332
H2 2.2812 2.0562 1.3871
H3 1.1112 -2.1124 -1.2165
H4 2.6356 1.6799 -0.6053
H5 2.1308 -0.3817 1.7568
H6 -3.5732 1.6702 -0.5898
H7 -4.3120 -0.9110 0.7356
H8 0.0689 2.0179 -0.1374
H9 0.7393 -1.9365 0.4951
H10 3.3591 -1.9496 -0.0180
H11 -1.3441 -1.2996 -1.6703
H12 3.0473 -0.4983 -1.2570
H13 -4.0010 0.4616 1.6422
H14 0.8189 0.1213 -1.6428
H15 -0.4536 0.9205 1.2642
H16 -1.9093 1.4907 -1.7249

***

3.
Formula: C84H180BO8P5
Source: OMol25
Level of theory: ωB97M-V/def2-TZVPD

Computed properties:
**Maximum force**: 6.07 eV/Å
**E_LUMO**: -6.591 eV
**Net charge**: +4
**HOMO energy**: -16.64 eV

Positions of all 278 atoms, in Å:
P1 13.4638 -12.3914 -22.8636
P2 4.8709 -15.2088 -28.0646
P3 5.1900 -13.8429 -17.3110
P4 4.2096 -3.3790 -21.8980
P5 11.0858 -7.0824 -29.3929
O1 8.6756 -12.4686 -23.8549
O2 8.7968 -13.5430 -21.8882
O3 5.7546 -13.6591 -22.2230
O4 8.0956 -8.5347 -25.8942
O5 7.6831 -11.9640 -26.1205
O6 7.7328 -10.3299 -24.4931
O7 8.1436 -10.8428 -27.9674
O8 6.3061 -12.3851 -23.9882
C1 12.3453 -7.6119 -31.8334
C2 8.2319 -3.6914 -23.0146
C3 5.1402 -14.5263 -15.6073
C4 13.0639 -7.0511 -33.1016
C5 7.2251 -16.4150 -13.8548
C6 1.0443 -12.9745 -26.2290
C7 12.6914 -13.6689 -23.9269
C8 7.5821 -10.6742 -18.8688
C9 7.5784 -9.9668 -20.2746
C10 4.7151 -16.0036 -18.9645
C11 3.5147 -13.2135 -17.8835
C12 10.9635 -9.0542 -23.0888
C13 12.9794 -13.5384 -25.4487
C14 3.5135 -13.7931 -25.9742
C15 5.1972 -16.7783 -20.1864
C16 6.4642 -5.6884 -30.7632
C17 12.2177 -6.0159 -33.9429
C18 3.4304 -0.9954 -23.2985
C19 6.7753 -15.3654 -25.9143
C20 7.9912 -10.9200 -26.7500
C21 7.9296 -17.4873 -25.0065
C22 0.8680 -13.2467 -17.7314
C23 4.8370 -3.4174 -19.0180
C24 8.0685 -9.7599 -25.7187
C25 10.6635 -6.2961 -26.4523
C26 4.7389 -16.4087 -29.4166
C27 11.2640 -5.9557 -27.9380
C28 15.2685 -12.3266 -23.0432
C29 12.0831 -14.4280 -26.2741
C30 11.3251 -3.9652 -25.8271
C31 10.6713 -13.9151 -26.3983
C32 18.4058 -12.3122 -23.7649
C33 2.2481 -13.9230 -17.3101
C34 2.4160 -17.4367 -29.5434
C35 12.8733 -10.6959 -23.3639
C36 11.1542 -8.8171 -28.9459
C37 12.4168 -6.6749 -30.6089
C38 6.5932 -13.0912 -22.9458
C39 13.0873 -12.7195 -21.0882
C40 3.0814 -2.4519 -22.9689
C41 8.1065 -13.0782 -22.8343
C42 5.8565 -16.1713 -26.8908
C43 7.3390 -12.5137 -31.2030
C44 11.3481 -10.5118 -23.0591
C45 6.6051 -17.4544 -20.0626
C46 12.1971 -13.8556 -18.1456
C47 11.1850 -5.4137 -25.4061
C48 4.0874 -6.0160 -23.2971
C49 12.6457 -11.4334 -29.4088
C50 12.1104 -13.9194 -20.7140
C51 7.4843 -13.8937 -30.4998
C52 6.8197 -7.1470 -30.1424
C53 4.3275 -2.5874 -20.2220
C54 3.0086 -0.5217 -24.7050
C55 1.5739 -18.5049 -28.9031
C56 3.8724 -5.2370 -21.9012
C57 10.7374 -9.8254 -29.9927
C58 1.5825 -0.8368 -25.0779
C59 11.3046 -13.7946 -19.3898
C60 9.3133 -4.4451 -22.2678
C61 2.1215 -13.6627 -25.2750
C62 6.5406 -11.8249 -18.8122
C63 5.3589 -16.0919 -15.4385
C64 7.2647 -13.8923 -28.9477
C65 5.7310 -16.4975 -14.0592
C66 5.8328 -15.0182 -18.5010
C67 6.3384 -12.3821 -17.3962
C68 5.4525 -3.2777 -16.5568
C69 17.2500 -12.0794 -24.7514
C70 5.7717 -13.6770 -28.6021
C71 5.6884 -8.0308 -22.7194
C72 7.2694 -16.1397 -24.6545
C73 8.1502 -7.2712 -29.3624
C74 4.2197 -7.5548 -23.1101
C75 0.8651 -11.7032 -17.6303
C76 11.5331 -8.0453 -22.1223
C77 4.8861 -2.5663 -17.7171
C78 3.8859 -17.6721 -29.1075
C79 11.1359 -11.1719 -29.4533
C80 6.8564 -4.2713 -22.4550
C81 5.8186 -3.1518 -22.6463
C82 15.9690 -11.4638 -24.1634
C83 9.4648 -6.9884 -30.1377
C84 3.3649 -14.7572 -27.2463
B1 7.6293 -11.8250 -24.6290
H1 11.1208 -8.6999 -24.1075
H2 11.0484 -4.9980 -28.4118
H3 7.0131 -4.2639 -21.3764
H4 12.7056 -14.8199 -20.5628
H5 13.4041 -7.8095 -33.8068
H6 9.8828 -9.0076 -22.9549
H7 1.7653 -14.6781 -25.1016
H8 12.9492 -12.4995 -25.7772
H9 11.2109 -9.8141 -30.9744
H10 6.1580 -2.1166 -22.6115
H11 3.2492 -5.6649 -23.8990
H12 7.4937 -10.6208 -21.1425
H13 8.3203 -3.8568 -24.0883
H14 1.3230 -0.2323 -25.9470
H15 3.8538 -2.2517 -17.5641
H16 10.6798 -11.0417 -23.7378
H17 12.1500 -5.6650 -24.9658
H18 12.6244 -11.8835 -20.5638
H19 18.5256 -11.5706 -22.9751
H20 6.0656 -14.2029 -15.1306
H21 2.8615 -5.4990 -21.5891
H22 3.3342 -2.2332 -19.9463
H23 9.6523 -9.7919 -30.0902
H24 3.0063 -3.0522 -23.8756
H25 13.1668 -10.7649 -28.7234
H26 11.0952 -11.0019 -22.1189
H27 5.2437 -15.8436 -13.3359
H28 0.8610 -0.6553 -24.2812
H29 5.2220 -13.0193 -29.2755
H30 6.1715 -14.5727 -19.4364
H31 8.1083 -6.6823 -28.4461
H32 6.4602 -16.7733 -27.5700
H33 7.4006 -12.7473 -32.2659
H34 5.5424 -17.5544 -13.8711
H35 2.7889 -14.1865 -27.9747
H36 2.3920 -17.5807 -30.6236
H37 4.2387 -4.2930 -18.7662
H38 17.0840 -13.0517 -25.2153
H39 7.6746 -14.8758 -28.7181
H40 11.4928 -8.4492 -21.1107
H41 6.5017 -5.2403 -22.8064
H42 12.8174 -12.9627 -18.0684
H43 6.1360 -7.3238 -29.3121
H44 3.0751 0.5663 -24.6983
H45 11.7973 -3.4465 -24.9928
H46 12.1871 -8.8811 -28.6036
H47 2.3200 -14.9379 -17.7012
H48 4.0417 -17.9707 -28.0709
H49 0.5262 -18.2147 -28.9820
H50 13.4819 -9.8933 -22.9473
H51 8.9801 -17.7555 -24.8935
H52 5.5425 -1.7128 -17.8867
H53 4.2494 -14.3126 -25.3605
H54 9.3936 -7.4464 -31.1243
H55 6.8020 -7.7847 -31.0262
H56 10.3886 -14.1081 -27.4332
H57 12.6279 -5.0080 -34.0062
H58 6.4128 -18.2793 -19.3765
H59 5.6694 -5.8311 -31.4952
H60 12.6503 -14.4829 -27.2034
H61 1.3999 -11.2007 -16.8244
H62 5.1997 -16.8788 -26.3847
H63 11.6074 -13.6411 -23.8162
H64 12.0423 -3.7814 -26.6271
H65 0.7600 -13.7014 -26.9899
H66 6.3398 -14.4231 -25.5820
H67 13.9091 -12.8457 -20.3833
H68 12.3519 -5.9766 -27.8739
H69 14.0267 -6.5583 -32.9666
H70 5.5205 -3.1912 -23.6940
H71 10.6141 -14.6326 -19.2945
H72 6.3662 -16.4690 -24.1409
H73 5.2646 -16.0988 -21.0360
H74 6.4526 -7.7259 -23.4344
H75 8.1126 -8.3064 -29.0234
H76 -0.1392 -11.2802 -17.6530
H77 9.4220 -6.0084 -30.6129
H78 7.8954 -16.8134 -14.6164
H79 8.4999 -11.1873 -18.5817
H80 4.6589 -5.5618 -21.2200
H81 1.8321 -18.6304 -27.8516
H82 3.5691 -0.8879 -25.5651
H83 4.4397 -16.6871 -18.1613
H84 6.0482 -4.9190 -30.1127
H85 10.5074 -12.8762 -26.1121
H86 8.5302 -14.1649 -30.6434
H87 4.9312 -5.6613 -23.8889
H88 9.1570 -5.4689 -22.6078
H89 2.1264 -2.5592 -22.4545
H90 5.9455 -16.6694 -16.1530
H91 6.8969 -14.7296 -30.8796
H92 6.5108 -3.4805 -16.7209
H93 7.8659 -15.5429 -23.9645
H94 1.4951 -1.9002 -25.3008
H95 16.0587 -10.3896 -24.0016
H96 11.3088 -14.0374 -21.4431
H97 5.9197 -11.5307 -16.8596
H98 11.3313 -7.8226 -32.1733
H99 10.4250 -9.0095 -28.1589
H100 4.3768 -17.4726 -20.3682
H101 14.0023 -13.8596 -25.6452
H102 18.4508 -13.3151 -23.3405
H103 7.2880 -5.2080 -31.2912
H104 6.9052 -17.9656 -20.9774
H105 1.4077 -12.0324 -26.6396
H106 13.1300 -11.3840 -30.3841
H107 5.8665 -3.7586 -19.1271
H108 12.9990 -14.6750 -23.6415
H109 6.2965 -12.1968 -31.1722
H110 12.7640 -8.5701 -31.5258
H111 3.5243 -13.4173 -18.9542
H112 5.8099 -13.0773 -27.6927
H113 8.3391 -2.6186 -22.8543
H114 10.8180 -11.2392 -28.4129
H115 6.7036 -9.3184 -20.2263
H116 3.6062 -8.0398 -22.3509
H117 15.2471 -11.4895 -24.9796
H118 9.9461 -14.5181 -25.8520
H119 10.4807 -5.3663 -24.5756
H120 5.2791 -2.5997 -15.7211
H121 7.2904 -12.7262 -16.9921
H122 6.8960 -12.5511 -19.5433
H123 12.0582 -15.4497 -25.8951
H124 5.7484 -16.7207 -29.6844
H125 2.1678 -13.8637 -16.2247
H126 3.9807 -12.8340 -26.1979
H127 4.9884 -1.7397 -20.4027
H128 4.3077 -14.1167 -15.0353
H129 10.3242 -4.1443 -22.5429
H130 7.2506 -9.7966 -18.3137
H131 7.6267 -17.7834 -26.0108
H132 3.7919 -15.5091 -19.2669
H133 4.8993 -4.2144 -16.4891
H134 9.6002 -6.0568 -26.4681
H135 12.8460 -14.7182 -18.2967
H136 9.2515 -4.3627 -21.1827
H137 12.2295 -5.6192 -30.8054
H138 2.7969 -15.6712 -27.0727
H139 7.7875 -13.0429 -28.5080
H140 10.3622 -3.5365 -26.1045
H141 6.6737 -15.5365 -18.0401
H142 2.9363 -0.3927 -22.5364
H143 2.0853 -16.4560 -29.2012
H144 7.5316 -16.9612 -12.9627
H145 11.2008 -5.8290 -33.5981
H146 15.4466 -13.3982 -23.1324
H147 10.7625 -12.8490 -19.3836
H148 5.8584 -7.7105 -21.6915
H149 0.2580 -13.7470 -16.9793
H150 7.5311 -14.9345 -26.5710
H151 10.7887 -7.3519 -26.2119
H152 3.9405 -8.0465 -24.0420
H153 12.0543 -6.3747 -34.9591
H154 5.5519 -9.1023 -22.8657
H155 19.2877 -12.2508 -24.4026
H156 13.0892 -10.6940 -24.4323
H157 4.3144 -18.4989 -29.6741
H158 10.8665 -7.1873 -22.2087
H159 8.4659 -9.3579 -20.4473
H160 10.6402 -11.9885 -29.9783
H161 4.4320 -15.8785 -30.3181
H162 1.6017 -19.5105 -29.3228
H163 0.0855 -12.5846 -25.8870
H164 7.5198 -18.3258 -24.4434
H165 5.5538 -11.5483 -19.1833
H166 1.2694 -11.1955 -18.5061
H167 7.3825 -15.3468 -13.7056
H168 0.5016 -13.3995 -18.7465
H169 15.4721 -11.9641 -22.0356
H170 12.4885 -7.6576 -22.4758
H171 11.5712 -13.9429 -17.2574
H172 7.4028 -16.9535 -19.5141
H173 4.4774 -0.6950 -23.3400
H174 4.3731 -16.5384 -15.5691
H175 7.9127 -11.6468 -30.8754
H176 17.6785 -11.5050 -25.5727
H177 2.1741 -13.0607 -24.3679
H178 13.4134 -6.6203 -30.1708
H179 12.8343 -12.4064 -28.9551
H180 3.6449 -12.1532 -17.6670

***

4.
Formula: C3H7N2S3
Source: OMol25
Level of theory: ωB97M-V/def2-TZVPD

Computed properties:
**Maximum force**: 4.75 eV/Å
**E_LUMO**: -4.208 eV
**Net charge**: +1
**HOMO energy**: -12.26 eV

Positions of all 15 atoms, in Å:
S1 0.3376 -0.5006 2.0373
S2 2.5997 0.9586 0.4871
S3 -0.5352 0.7700 0.7468
N1 -3.0964 -0.5897 1.3630
N2 2.1501 0.0459 -1.8819
C1 -2.2290 -0.3765 0.2839
C2 1.0627 -0.1533 0.4215
C3 2.9556 0.8014 -1.1795
H1 1.2951 -0.3284 -1.3868
H2 -1.8776 -1.4423 -0.0320
H3 2.3422 -0.1870 -2.8261
H4 -2.5484 0.2690 -0.4645
H5 3.7971 1.2945 -1.4776
H6 -3.5613 0.3054 1.6425
H7 -2.6923 -0.8670 2.2664

***

5.
Formula: C5H12N2O2
Source: OMol25
Level of theory: ωB97M-V/def2-TZVPD

Computed properties:
**Maximum force**: 3.21 eV/Å
**SMILES**: NCCC[C@H](N)C(=O)O
**E_LUMO**: 0.685 eV
**Net charge**: 0
**HOMO energy**: -9.21 eV

Positions of all 21 atoms, in Å:
O1 -1.4232 -1.6510 -0.3750
O2 -3.2118 -0.3604 -0.7378
N1 1.3769 -1.4370 0.1191
N2 -0.5157 0.1980 1.8006
C1 0.7343 0.7505 -1.1297
C2 -2.0691 -0.5071 -0.3391
C3 -0.3462 1.4659 -0.3285
C4 1.7685 -0.1070 -0.3353
C5 -1.3303 0.6331 0.5974
H1 1.3120 1.4304 -1.7494
H2 -0.2113 -0.8196 1.5398
H3 1.8070 -1.6926 0.9916
H4 -1.2080 0.2072 2.5746
H5 0.1306 2.2729 0.2697
H6 2.0571 0.3408 0.5767
H7 -1.0756 2.0380 -0.9366
H8 0.4528 0.0730 -1.9526
H9 -0.4880 -1.5769 -0.2234
H10 -2.1683 1.2889 0.9419
H11 2.7197 -0.2980 -0.8708
H12 1.6885 -2.2493 -0.4330

***

6.
Formula: C5H7BrO3P
Source: OMol25
Level of theory: ωB97M-V/def2-TZVPD

Computed properties:
**Maximum force**: 3.91 eV/Å
**E_LUMO (alpha / beta)**: 2.859 / 2.859 eV
**Net charge**: -1
**HOMO energy (alpha / beta)**: -2.64 / -2.64 eV

Positions of all 17 atoms, in Å:
Br1 0.0993 -1.7962 2.0940
P1 -0.5863 1.0562 1.6420
O1 0.1901 2.3875 1.1118
O2 -1.8138 1.2197 2.3836
O3 -0.9521 0.2237 0.2985
C1 -0.8991 -1.5587 -1.2472
C2 0.8423 -1.4645 0.3485
C3 0.8770 0.3718 -1.4004
C4 -0.0714 -0.5537 -0.4394
C5 1.1217 1.5403 1.8455
H1 1.3269 2.0064 2.8240
H2 1.3023 -0.2742 -2.2222
H3 1.6948 0.9695 -0.8580
H4 0.3018 1.0939 -1.9352
H5 -1.9692 -1.2491 -1.2603
H6 -0.7014 -1.4486 -2.4038
H7 -0.7628 -2.5242 -0.7818

***

7.
Formula: C5H13N2O
Source: OMol25
Level of theory: ωB97M-V/def2-TZVPD

Computed properties:
**Maximum force**: 2.17 eV/Å
**2S+1**: 2
**E_LUMO (alpha / beta)**: -8.922 / -13.173 eV
**Expectation value of S²**: 0.758
**Net charge**: +2
**HOMO energy (alpha / beta)**: -19.87 / -19.55 eV

Positions of all 21 atoms, in Å:
O1 1.4266 0.4065 -2.7426
N1 1.5690 -0.1094 0.0765
N2 -0.6356 -1.0059 1.7681
C1 0.6785 1.0021 -2.0594
C2 -1.6806 -2.0356 1.4009
C3 0.7392 0.9069 -0.4662
C4 -1.0217 0.4127 1.4109
C5 -0.7537 0.8028 -0.0515
H1 1.9701 -0.7521 -0.6022
H2 -1.2937 1.7224 -0.2994
H3 1.0959 1.9088 -0.2265
H4 -2.6589 -1.5459 1.4531
H5 -1.7769 -2.7943 2.1617
H6 -1.2559 0.0630 -0.6997
H7 0.2444 -1.2158 1.2961
H8 -0.6054 -1.0080 2.7862
H9 2.3617 0.2762 0.5843
H10 -0.3198 1.0303 1.9812
H11 -1.5171 -2.4537 0.4189
H12 -0.0786 1.7071 -2.4758
H13 -2.0461 0.5609 1.7350